{
  "formula": "C33H87N5O10",
  "method": "the ωB97M-V functional and the def2-TZVPD basis",
  "elements": ["C", "C", "C", "O", "H", "H", "H", "H", "H", "H", "H", "H", "C", "C", "C", "O", "H", "H", "H", "H", "H", "H", "H", "H", "C", "C", "C", "O", "H", "H", "H", "H", "H", "H", "H", "H", "C", "C", "C", "O", "C", "N", "H", "H", "H", "H", "H", "H", "H", "H", "H", "H", "H", "C", "C", "C", "O", "C", "N", "H", "H", "H", "H", "H", "H", "H", "H", "H", "H", "H", "C", "C", "C", "O", "C", "N", "H", "H", "H", "H", "H", "H", "H", "H", "H", "H", "H", "C", "O", "C", "C", "N", "C", "C", "O", "C", "H", "H", "H", "H", "H", "H", "H", "H", "H", "H", "H", "H", "H", "H", "H", "C", "O", "C", "C", "N", "C", "C", "O", "C", "H", "H", "H", "H", "H", "H", "H", "H", "H", "H", "H", "H", "H", "H", "H"],
  "xyz": [[-2.44, 0.28, -3.13], [-3.88, 0.91, -3.07], [-4.91, 0.23, -2.22], [-3.73, 2.32, -2.65], [-1.73, 0.72, -2.44], [-1.99, 0.30, -4.12], [-2.47, -0.74, -2.75], [-4.19, 0.84, -4.11], [-5.89, 0.71, -2.30], [-4.57, 0.23, -1.18], [-5.07, -0.76, -2.64], [-4.53, 2.80, -2.89], [-1.56, 0.71, -0.03], [-0.64, -0.53, 0.05], [-0.11, -0.94, -1.27], [0.37, -0.39, 0.97], [-2.46, 0.52, -0.62], [-1.05, 1.54, -0.51], [-1.91, 1.07, 0.94], [-1.14, -1.33, 0.59], [-0.66, -0.64, -2.17], [-0.13, -2.03, -1.30], [0.87, -0.50, -1.47], [0.68, 0.49, 0.76], [-1.48, 2.76, -1.20], [-1.29, 3.45, -2.61], [-0.82, 2.47, -3.63], [-2.57, 3.90, -2.98], [-1.84, 3.55, -0.54], [-0.58, 2.27, -0.84], [-2.21, 1.95, -1.17], [-0.49, 4.19, -2.55], [0.12, 2.07, -3.24], [-0.58, 2.97, -4.57], [-1.58, 1.72, -3.81], [-3.13, 3.13, -2.85], [-2.68, 2.80, 0.68], [-2.55, 2.45, 2.24], [-1.78, 3.62, 2.95], [-0.53, 3.87, 2.39], [-0.16, 5.18, 2.51], [-3.90, 2.17, 2.73], [-2.94, 3.85, 0.57], [-3.44, 2.24, 0.13], [-1.72, 2.73, 0.18], [-2.03, 1.49, 2.26], [-1.41, 3.50, 3.97], [-2.46, 4.46, 3.05], [0.04, 5.45, 3.54], [-0.82, 5.97, 2.15], [0.79, 5.16, 1.97], [-3.79, 1.45, 3.43], [-4.42, 2.96, 3.08], [1.82, -2.78, -2.49], [0.63, -3.74, -2.93], [0.05, -3.43, -4.31], [-0.43, -2.12, -4.40], [-1.63, -1.84, -5.24], [1.07, -5.09, -2.84], [2.19, -2.24, -3.36], [2.64, -3.14, -1.88], [1.38, -2.03, -1.83], [-0.11, -3.66, -2.13], [-0.74, -4.13, -4.58], [0.72, -3.69, -5.12], [-1.99, -0.84, -4.96], [-2.35, -2.65, -5.14], [-1.16, -1.84, -6.22], [0.28, -5.70, -3.00], [1.43, -5.31, -1.92], [-1.79, -3.87, 1.75], [-3.00, -3.07, 2.28], [-2.46, -1.65, 2.75], [-3.52, -0.98, 3.37], [-3.13, 0.22, 4.10], [-3.91, -2.92, 1.15], [-0.96, -3.86, 2.47], [-1.46, -3.57, 0.76], [-2.06, -4.92, 1.68], [-3.61, -3.52, 3.07], [-2.04, -1.02, 1.97], [-1.70, -1.84, 3.51], [-2.88, 1.01, 3.39], [-2.18, 0.12, 4.63], [-3.74, 0.58, 4.92], [-4.16, -1.96, 1.33], [-4.82, -3.31, 1.33], [3.61, 4.44, -0.85], [2.47, 4.46, -1.63], [2.10, 3.23, -2.31], [1.96, 1.96, -1.37], [3.16, 1.18, -1.16], [3.00, 0.16, -0.19], [2.65, 0.58, 1.26], [1.37, 1.01, 1.41], [1.06, 1.63, 2.67], [4.00, 5.41, -0.54], [4.44, 3.94, -1.35], [3.28, 3.93, 0.05], [2.84, 3.06, -3.09], [1.10, 3.42, -2.72], [1.20, 1.34, -1.83], [1.55, 2.30, -0.41], [3.98, 1.77, -1.11], [3.94, -0.40, -0.13], [2.32, -0.64, -0.50], [3.32, 1.39, 1.56], [2.95, -0.25, 1.90], [0.19, 2.29, 2.60], [1.79, 2.39, 2.92], [1.07, 0.95, 3.52], [3.67, -0.87, 4.90], [3.54, -2.16, 4.29], [4.82, -2.77, 4.06], [4.81, -3.97, 3.01], [4.96, -3.57, 1.66], [3.71, -2.88, 1.25], [3.69, -2.74, -0.27], [2.81, -1.73, -0.72], [1.39, -1.99, -0.63], [2.78, -0.51, 5.41], [3.89, -0.12, 4.14], [4.38, -0.79, 5.73], [5.36, -2.91, 5.00], [5.46, -2.03, 3.59], [3.90, -4.55, 3.21], [5.66, -4.64, 3.15], [5.21, -4.32, 1.03], [3.72, -1.91, 1.73], [2.80, -3.39, 1.58], [3.54, -3.73, -0.69], [4.68, -2.50, -0.63], [1.11, -2.92, -1.12], [0.85, -1.23, -1.19], [0.95, -2.09, 0.37]],
  "lowdin_charge": [-0.089, -0.303, -0.028, 0.062, 0.045, 0.054, 0.107, 0.145, 0.087, 0.082, 0.093, 0.164, -0.061, -0.339, -0.066, -0.059, 0.094, -0.027, 0.059, 0.109, 0.108, 0.123, 0.164, -0.127, -0.159, -0.371, -0.062, -0.037, 0.086, 0.094, 0.046, 0.127, 0.062, 0.102, 0.031, -0.276, -0.094, -0.326, -0.176, -0.243, -0.114, 0.034, 0.124, 0.108, -0.018, 0.095, 0.130, 0.125, 0.091, 0.098, 0.100, -0.058, 0.089, -0.074, -0.374, -0.211, -0.194, -0.027, 0.033, 0.114, 0.071, -0.054, 0.126, 0.111, 0.126, 0.037, 0.090, 0.091, 0.071, 0.074, -0.066, -0.382, -0.182, -0.150, -0.095, 0.032, 0.072, 0.062, 0.069, 0.136, 0.096, 0.126, 0.017, 0.107, 0.122, 0.053, 0.067, -0.141, -0.194, -0.120, -0.173, -0.009, -0.180, -0.147, -0.194, 0.029, 0.088, 0.085, 0.079, 0.128, 0.062, 0.094, 0.114, 0.096, 0.139, 0.009, 0.126, 0.107, 0.065, 0.097, 0.104, -0.108, -0.199, -0.186, -0.215, -0.069, -0.168, -0.182, -0.256, -0.298, 0.078, 0.074, 0.082, 0.111, 0.108, 0.109, 0.115, 0.109, 0.094, 0.127, 0.119, 0.141, 0.084, -0.183, 0.154],
  "lumo_ev": 0.5,
  "relative_energy_ev": 44.291,
  "homo_lumo_gap_ev": 7.0,
  "homo_ev": -6.5
}

{
  "formula": "C33H88O11",
  "method": "the ωB97M-V functional and the def2-TZVPD basis",
  "elements": ["C", "C", "C", "O", "H", "H", "H", "H", "H", "H", "H", "H", "C", "C", "C", "O", "H", "H", "H", "H", "H", "H", "H", "H", "C", "C", "C", "O", "H", "H", "H", "H", "H", "H", "H", "H", "C", "C", "C", "O", "H", "H", "H", "H", "H", "H", "H", "H", "C", "C", "C", "O", "H", "H", "H", "H", "H", "H", "H", "H", "C", "C", "C", "O", "H", "H", "H", "H", "H", "H", "H", "H", "C", "C", "C", "O", "H", "H", "H", "H", "H", "H", "H", "H", "C", "C", "C", "O", "H", "H", "H", "H", "H", "H", "H", "H", "C", "C", "C", "O", "H", "H", "H", "H", "H", "H", "H", "H", "C", "C", "C", "O", "H", "H", "H", "H", "H", "H", "H", "H", "C", "C", "C", "O", "H", "H", "H", "H", "H", "H", "H", "H"],
  "xyz": [[2.42, 1.83, 3.19], [2.52, 2.43, 4.65], [3.20, 3.75, 4.65], [1.26, 2.63, 5.21], [1.98, 0.84, 3.17], [3.40, 1.92, 2.72], [1.66, 2.35, 2.61], [3.10, 1.74, 5.27], [4.25, 3.66, 4.39], [3.19, 4.28, 5.60], [2.76, 4.37, 3.88], [0.74, 1.89, 4.89], [-2.48, -0.88, 4.98], [-1.03, -0.76, 4.87], [-0.42, -2.01, 4.19], [-0.61, 0.43, 4.21], [-2.90, -0.17, 5.70], [-2.79, -1.91, 5.17], [-2.93, -0.71, 4.00], [-0.61, -0.68, 5.87], [0.62, -2.10, 4.49], [-0.63, -2.09, 3.12], [-0.91, -2.93, 4.50], [-1.05, 0.44, 3.36], [2.44, -2.96, -2.39], [2.36, -4.32, -3.13], [2.95, -4.23, -4.52], [3.02, -5.33, -2.39], [2.06, -2.13, -2.98], [3.48, -2.82, -2.08], [1.74, -2.94, -1.55], [1.33, -4.68, -3.23], [2.37, -3.65, -5.23], [3.12, -5.25, -4.86], [3.94, -3.79, -4.49], [2.85, -5.22, -1.45], [-0.24, -1.22, -0.10], [-0.41, -0.09, 0.91], [-0.19, 1.30, 0.36], [-1.64, -0.10, 1.62], [0.68, -1.14, -0.68], [-1.10, -1.24, -0.78], [-0.38, -2.21, 0.35], [0.36, -0.11, 1.68], [0.86, 1.42, 0.11], [-0.45, 2.06, 1.10], [-0.83, 1.52, -0.50], [-2.30, 0.14, 0.97], [0.71, 4.35, -1.90], [2.24, 4.13, -1.89], [3.02, 4.98, -2.87], [2.73, 4.47, -0.62], [0.39, 5.39, -1.81], [0.10, 3.80, -1.18], [0.31, 4.19, -2.90], [2.42, 3.07, -2.07], [4.09, 4.80, -2.76], [2.76, 6.03, -2.75], [2.78, 4.64, -3.88], [2.36, 5.35, -0.49], [-2.51, 1.97, -3.74], [-2.03, 0.62, -4.31], [-2.52, -0.60, -3.45], [-2.64, 0.53, -5.59], [-3.56, 1.86, -3.45], [-2.70, 2.77, -4.45], [-1.99, 2.30, -2.84], [-0.95, 0.59, -4.42], [-3.60, -0.72, -3.43], [-2.22, -0.44, -2.42], [-2.13, -1.58, -3.73], [-2.90, -0.38, -5.72], [-5.51, -0.22, 1.31], [-4.92, -0.03, -0.09], [-5.85, 0.39, -1.16], [-3.83, 0.81, 0.05], [-6.20, 0.58, 1.58], [-4.72, -0.32, 2.05], [-6.01, -1.18, 1.30], [-4.48, -1.00, -0.33], [-6.22, 1.40, -0.98], [-6.65, -0.32, -1.33], [-5.20, 0.54, -2.02], [-4.08, 1.70, -0.18], [1.86, -6.90, 1.68], [1.62, -5.80, 0.55], [0.47, -4.78, 0.68], [2.86, -5.20, 0.24], [1.99, -6.33, 2.60], [2.68, -7.53, 1.34], [1.05, -7.62, 1.80], [1.35, -6.38, -0.33], [0.75, -4.02, 1.41], [-0.46, -5.25, 0.99], [0.29, -4.19, -0.23], [3.43, -5.31, 1.00], [3.77, 0.62, -0.05], [5.16, 0.83, -0.68], [5.06, 1.59, -2.00], [6.01, 1.45, 0.24], [3.21, 1.52, -0.30], [3.83, 0.50, 1.03], [3.17, -0.11, -0.58], [5.68, -0.11, -0.84], [6.05, 1.65, -2.47], [4.77, 2.63, -1.87], [4.38, 1.12, -2.71], [5.48, 2.16, 0.61], [-0.26, 5.02, 2.04], [-0.78, 6.29, 2.68], [-0.06, 6.75, 4.01], [-0.70, 7.32, 1.73], [-0.74, 4.74, 1.10], [-0.36, 4.21, 2.76], [0.82, 5.04, 1.89], [-1.84, 6.20, 2.94], [-0.34, 7.77, 4.26], [0.99, 6.55, 3.79], [-0.36, 6.04, 4.79], [-1.43, 7.93, 1.81], [-3.33, -4.15, -1.58], [-3.72, -4.21, -3.05], [-2.72, -4.98, -3.86], [-4.93, -4.90, -3.14], [-3.24, -5.16, -1.17], [-3.95, -3.53, -0.93], [-2.37, -3.64, -1.49], [-3.90, -3.21, -3.44], [-3.08, -5.28, -4.84], [-2.43, -5.88, -3.32], [-1.81, -4.40, -4.01], [-5.17, -4.90, -4.07]],
  "mulliken_spin": [-0.005, -0.007, 0.002, -0.015, 0.010, 0.003, 0.014, 0.000, 0.000, 0.000, 0.002, 0.003, 0.007, -0.031, 0.107, 0.046, -0.015, -0.009, 0.054, -0.014, 0.003, 0.008, -0.014, 0.036, 0.032, -0.038, 0.079, -0.010, 0.005, -0.022, -0.014, 0.096, -0.051, -0.009, 0.010, 0.011, -0.457, 0.621, -0.680, 0.449, 0.092, -0.016, 0.047, -0.039, -0.019, -0.060, 0.411, 0.049, 0.161, -0.185, 0.061, 0.000, 0.047, -0.118, 0.105, 0.041, 0.027, -0.018, -0.024, 0.004, 0.188, 0.504, -0.180, -0.303, 0.103, -0.183, 0.030, 0.058, 0.037, -0.043, 0.203, 0.041, 0.535, -1.291, 1.088, -0.991, -0.058, 0.123, -0.104, 0.011, -0.196, -0.105, -0.032, 0.411, 0.058, 0.001, -0.069, -0.098, 0.000, -0.004, -0.008, 0.012, 0.039, -0.034, 0.081, 0.029, 0.086, 0.002, 0.030, -0.019, -0.006, 0.016, -0.059, 0.002, -0.008, 0.011, -0.010, 0.005, -0.088, 0.216, -0.011, -0.155, 0.016, -0.004, 0.044, 0.044, -0.008, 0.004, -0.012, 0.039, 0.242, 0.003, 0.138, -0.280, -0.031, -0.058, -0.050, 0.370, -0.106, 0.002, -0.048, 0.056],
  "lumo_ev": [2.1, 2.0],
  "multiplicity": 2,
  "relative_energy_ev": 0.080,
  "total_charge": -1,
  "s_squared": 0.750,
  "homo_lumo_gap_ev": [1.6, 10.0],
  "homo_ev": [0.6, -7.9]
}

{
  "formula": "C33H88O11",
  "method": "the ωB97M-V functional and the def2-TZVPD basis",
  "elements": ["C", "C", "C", "O", "H", "H", "H", "H", "H", "H", "H", "H", "C", "C", "C", "O", "H", "H", "H", "H", "H", "H", "H", "H", "C", "C", "C", "O", "H", "H", "H", "H", "H", "H", "H", "H", "C", "C", "C", "O", "H", "H", "H", "H", "H", "H", "H", "H", "C", "C", "C", "O", "H", "H", "H", "H", "H", "H", "H", "H", "C", "C", "C", "O", "H", "H", "H", "H", "H", "H", "H", "H", "C", "C", "C", "O", "H", "H", "H", "H", "H", "H", "H", "H", "C", "C", "C", "O", "H", "H", "H", "H", "H", "H", "H", "H", "C", "C", "C", "O", "H", "H", "H", "H", "H", "H", "H", "H", "C", "C", "C", "O", "H", "H", "H", "H", "H", "H", "H", "H", "C", "C", "C", "O", "H", "H", "H", "H", "H", "H", "H", "H"],
  "xyz": [[15.57, -8.87, -5.65], [16.33, -8.08, -6.70], [15.82, -6.65, -6.80], [17.73, -8.12, -6.41], [15.79, -8.48, -4.66], [15.87, -9.92, -5.67], [14.48, -8.85, -5.80], [16.25, -8.58, -7.67], [15.87, -6.18, -5.81], [14.76, -6.69, -7.08], [16.43, -6.07, -7.49], [17.88, -7.53, -5.66], [10.89, -5.04, -8.07], [10.99, -4.53, -6.66], [10.31, -3.16, -6.53], [10.32, -5.49, -5.82], [11.38, -4.34, -8.75], [9.85, -5.14, -8.37], [11.42, -5.99, -8.20], [12.01, -4.42, -6.30], [10.82, -2.42, -7.14], [10.30, -2.84, -5.48], [9.26, -3.24, -6.84], [10.41, -5.22, -4.90], [10.87, -4.83, -12.21], [12.36, -5.07, -12.13], [12.95, -5.85, -13.27], [13.05, -3.80, -12.09], [10.61, -4.28, -13.12], [10.57, -4.21, -11.36], [10.29, -5.76, -12.18], [12.62, -5.59, -11.20], [14.03, -5.95, -13.11], [12.78, -5.36, -14.22], [12.49, -6.84, -13.31], [12.87, -3.36, -11.24], [14.51, -3.67, -8.80], [13.66, -2.44, -8.72], [14.43, -1.15, -8.95], [12.64, -2.57, -9.72], [15.20, -3.70, -7.96], [15.12, -3.70, -9.71], [13.92, -4.59, -8.79], [13.16, -2.40, -7.74], [15.37, -1.09, -8.39], [13.79, -0.30, -8.75], [14.72, -1.13, -10.01], [12.15, -1.74, -9.86], [15.87, -1.88, -15.58], [15.37, -2.35, -14.23], [15.77, -1.38, -13.11], [13.95, -2.42, -14.31], [15.31, -1.01, -15.92], [15.72, -2.66, -16.34], [16.94, -1.65, -15.53], [15.76, -3.35, -14.03], [15.56, -1.82, -12.14], [15.21, -0.45, -13.24], [16.83, -1.11, -13.16], [13.64, -2.89, -13.52], [15.33, 2.64, -6.69], [15.28, 1.82, -5.42], [15.93, 0.46, -5.53], [15.86, 2.60, -4.35], [14.88, 3.62, -6.49], [14.86, 2.17, -7.55], [16.36, 2.84, -7.01], [14.24, 1.70, -5.11], [15.90, -0.07, -4.57], [16.95, 0.54, -5.91], [15.37, -0.15, -6.25], [16.68, 2.98, -4.67], [10.77, 1.87, -11.12], [11.06, 0.41, -11.42], [12.46, 0.22, -11.97], [11.00, -0.36, -10.20], [9.78, 1.99, -10.67], [10.78, 2.48, -12.03], [11.52, 2.24, -10.43], [10.37, 0.00, -12.16], [12.72, -0.83, -12.08], [13.20, 0.66, -11.29], [12.58, 0.71, -12.94], [10.11, -0.33, -9.85], [19.47, 1.86, -10.88], [18.95, 1.61, -9.47], [17.46, 1.40, -9.43], [19.57, 0.44, -8.89], [18.98, 1.23, -11.62], [20.55, 1.67, -10.92], [19.32, 2.90, -11.17], [19.21, 2.47, -8.84], [17.21, 0.50, -10.00], [16.99, 2.25, -9.92], [17.10, 1.22, -8.42], [20.48, 0.35, -9.19], [14.53, -7.65, -10.04], [13.69, -8.76, -9.44], [12.23, -8.69, -9.89], [14.29, -9.97, -9.92], [14.33, -6.68, -9.58], [14.30, -7.57, -11.11], [15.58, -7.89, -9.92], [13.75, -8.74, -8.35], [12.19, -8.73, -10.98], [11.78, -7.75, -9.56], [11.66, -9.50, -9.45], [13.87, -10.71, -9.47], [10.81, 3.49, -7.37], [10.42, 2.07, -6.99], [11.62, 1.14, -7.01], [9.82, 2.04, -5.70], [9.94, 4.15, -7.28], [11.16, 3.53, -8.40], [11.62, 3.85, -6.73], [9.64, 1.71, -7.66], [12.39, 1.57, -6.36], [12.06, 1.01, -8.00], [11.37, 0.14, -6.65], [10.38, 2.52, -5.08], [19.36, -1.39, -5.02], [19.06, -2.42, -6.09], [17.57, -2.62, -6.32], [19.72, -2.07, -7.30], [20.44, -1.26, -4.93], [18.97, -1.69, -4.04], [18.93, -0.42, -5.29], [19.43, -3.40, -5.79], [17.10, -1.75, -6.80], [17.07, -2.84, -5.37], [17.40, -3.49, -6.95], [19.21, -1.37, -7.74]],
  "lowdin_charge": [-0.062, -0.497, -0.064, -0.049, 0.082, 0.081, 0.074, 0.125, 0.084, 0.067, 0.078, 0.082, -0.052, -0.489, -0.054, -0.056, 0.057, 0.093, 0.064, 0.132, 0.057, 0.080, 0.086, 0.083, -0.039, -0.477, -0.051, -0.095, 0.087, 0.071, 0.082, 0.117, 0.079, 0.086, 0.081, 0.041, -0.041, -0.451, -0.031, -0.097, 0.069, 0.098, 0.061, 0.129, 0.062, 0.064, 0.074, 0.054, -0.065, -0.489, -0.054, -0.077, 0.082, 0.077, 0.074, 0.135, 0.059, 0.075, 0.072, 0.029, -0.065, -0.483, -0.054, -0.052, 0.083, 0.073, 0.071, 0.120, 0.090, 0.065, 0.063, 0.083, -0.052, -0.459, -0.050, -0.073, 0.080, 0.086, 0.071, 0.143, 0.069, 0.083, 0.093, 0.105, -0.049, -0.479, -0.057, -0.061, 0.080, 0.079, 0.083, 0.134, 0.083, 0.093, 0.049, 0.090, -0.048, -0.487, -0.045, -0.051, 0.056, 0.074, 0.083, 0.120, 0.081, 0.058, 0.079, 0.087, -0.049, -0.492, -0.050, -0.048, 0.083, 0.066, 0.080, 0.132, 0.062, 0.057, 0.077, 0.087, -0.053, -0.494, -0.060, -0.049, 0.080, 0.080, 0.064, 0.136, 0.050, 0.087, 0.066, 0.054],
  "lumo_ev": 0.4,
  "smiles": "CC(C)O.CC(C)O.CC(C)O.CC(C)O.CC(C)O.CC(C)O.CC(C)O.CC(C)O.CC(C)O.CC(C)O.CC(C)O",
  "relative_energy_ev": 0.602,
  "homo_lumo_gap_ev": 9.9,
  "homo_ev": -9.5
}